Record 1
# C14H28Br14

A cluster of 7 separate species, C14H28Br14 in total in a non-equilibrium geometry (ωB97M-V with the def2-TZVPD basis set, OMol25).

Structure (XYZ):
```
56
Properties=species:S:1:pos:R:3:nbo_charge:R:1
Br 1.4844 -0.0536 -3.2846 -0.050
C 2.1707 -1.8732 -2.6558 -0.415
C 3.3142 -2.4674 -3.5267 -0.444
Br 4.0654 -4.1530 -2.8263 -0.036
H 1.2508 -2.4480 -2.7628 0.216
H 2.3593 -1.8856 -1.5824 0.255
H 4.1830 -1.8348 -3.7084 0.239
H 2.8926 -2.7012 -4.5044 0.213
Br -5.2036 -2.9282 -1.4788 -0.054
C -5.1492 -2.1340 0.3259 -0.453
C -5.3050 -3.3160 1.2492 -0.393
Br -5.0413 -2.6952 3.1693 -0.084
H -5.9754 -1.4247 0.3754 0.231
H -4.2541 -1.5120 0.3249 0.269
H -4.4829 -4.0267 1.1643 0.233
H -6.3200 -3.7059 1.3264 0.230
Br -6.2694 1.1332 1.6798 0.013
C -5.8475 2.0304 0.0344 -0.490
C -6.8790 3.1568 -0.1628 -0.421
Br -6.4946 4.6933 1.0193 -0.055
H -5.8902 1.4137 -0.8634 0.229
H -4.8735 2.5173 0.0829 0.254
H -7.8678 2.7740 0.0896 0.226
H -6.6993 3.6726 -1.1061 0.227
Br 0.1626 -3.1451 2.3661 0.022
C 1.1736 -2.6363 3.9459 -0.471
C 0.3398 -2.6155 5.2655 -0.438
Br 1.4747 -2.7640 6.8486 -0.030
H 1.6492 -1.6555 3.9464 0.232
H 2.0248 -3.3168 3.9252 0.231
H -0.2338 -3.5422 5.2836 0.215
H -0.3986 -1.8281 5.4172 0.233
Br 2.1007 -0.1320 0.5674 -0.384
C 0.1250 -0.2916 0.8876 -0.538
C -0.5969 0.9745 0.3845 -0.461
Br -2.5995 0.8767 0.4958 -0.260
H 0.0424 -0.3674 1.9718 0.190
H -0.1653 -1.2087 0.3750 0.196
H -0.4184 1.1993 -0.6670 0.207
H -0.3264 1.8464 0.9801 0.198
Br 6.7441 1.4458 1.2729 -0.026
C 6.7452 1.1739 -0.7298 -0.433
C 5.5533 0.3190 -1.3335 -0.470
Br 5.2585 0.6089 -3.2859 -0.041
H 7.7550 0.9521 -1.0750 0.214
H 6.6588 2.1457 -1.2159 0.221
H 4.6752 0.4663 -0.7049 0.244
H 5.7758 -0.7334 -1.1568 0.216
Br 4.4624 4.2231 -1.8104 -0.052
C 2.7168 3.2434 -2.0494 -0.429
C 1.6422 4.2117 -1.9108 -0.429
Br -0.1355 3.4669 -2.4247 -0.032
H 2.4360 2.4847 -1.3189 0.252
H 2.7804 2.7595 -3.0240 0.238
H 1.9444 4.9360 -2.6672 0.213
H 1.4658 4.6712 -0.9382 0.233
```

As for the LUMO energy (spin up / spin down): 2.139 / 2.090 eV. The relative energy (zero: lowest compared OMol25 entry of this formula, charge and spin) is 17.9 kcal/mol. Its spin multiplicity is 2. As for the largest force on an atom: 0.08914 hartree/bohr. As for the HOMO-LUMO gap (spin up / spin down): 2.635 / 8.428 eV. The net charge is -1.

=====

Record 2
# C13H10OS

A cluster of 2 separate species, C13H10OS in total in a non-equilibrium geometry (ωB97M-V with the def2-TZVPD basis set, OMol25).

Structure (XYZ):
```
25
Properties=species:S:1:pos:R:3:nbo_charge:R:1
C 1.6490 3.1617 0.2343 -0.225
C 2.4289 2.1100 -0.2507 -0.202
C 0.2563 3.0831 0.0800 -0.203
C -1.3468 -2.8246 2.8372 -0.266
C 1.8414 1.0191 -1.0029 -0.195
C -0.3092 2.0464 -0.6943 -0.190
C -1.7366 -2.6793 1.5418 -0.200
C -0.2977 -2.0048 3.1571 -0.385
C 0.5233 1.0263 -1.3379 -0.123
C -0.9905 -1.7313 0.8501 -0.364
C -0.9020 -1.4520 -0.7000 0.499
C -0.4631 -0.4990 -3.3253 -0.466
C -0.0690 0.0438 -2.2811 0.139
O -1.6228 -2.1484 -1.3856 -0.573
S 0.0869 -0.8927 1.8973 0.489
H 2.0096 3.9713 0.9151 0.221
H 3.5381 2.0607 -0.1978 0.220
H -0.2966 3.8727 0.3775 0.207
H -1.7433 -3.3748 3.5629 0.218
H 2.3752 0.1523 -1.2916 0.218
H -1.3673 1.9156 -0.5318 0.220
H -2.5115 -3.2693 1.0953 0.235
H 0.1806 -1.9524 4.1110 0.230
H -0.2034 -0.2793 -4.4402 0.237
H -1.0295 -1.3555 -3.2205 0.260
```

As for the LUMO energy (spin up / spin down): -0.083 / -0.082 eV. The relative energy (zero: lowest compared OMol25 entry of this formula, charge and spin) is 73.8 kcal/mol. Its spin multiplicity is 1. As for the largest force on an atom: 0.14283 hartree/bohr. As for the HOMO-LUMO gap (spin up / spin down): 7.538 / 7.533 eV. The net charge is 0.